This record from the OMol25 dataset describes 2 unconnected molecules or ions with the total composition C7H7N2 in a non-equilibrium geometry. The level of theory is ωB97M-V with the def2-TZVPD basis set.

Last columns: bonded neighbours and bond lengths (Å).
Atoms and positions in Å:
1 N -2.84420 -0.79111 -1.53354  N2 1.100
2 N -3.11049 -0.98686 -2.58227  N1 1.100
3 C 0.23346 -1.06107 -0.23036  C5 1.385, C7 1.462, H12 1.093
4 C 0.29818 1.15990 0.97469  C7 1.444, C9 1.424, H13 1.030
5 C 1.44024 -0.73420 -0.82733  C3 1.385, C8 1.395, H14 1.034
6 C -1.60249 -0.19523 1.13006  C7 1.315, H10 1.135, H15 1.122
7 C -0.39086 -0.06365 0.63683  C3 1.462, C4 1.444, C6 1.315
8 C 2.08540 0.43905 -0.43650  C5 1.395, C9 1.414, H16 1.102
9 C 1.50117 1.49978 0.29358  C4 1.424, C8 1.414, H11 1.056
10 H -2.28030 -1.10280 1.20358  C6 1.135
11 H 1.87169 2.44452 0.58526  C9 1.056
12 H -0.12840 -2.02124 -0.60723  C3 1.093
13 H -0.03662 1.71155 1.77729  C4 1.030
14 H 1.81176 -1.47575 -1.44467  C5 1.034
15 H -2.02106 0.69261 1.67263  C6 1.122
16 H 3.17251 0.48449 -0.61203  C8 1.102

The energy relative to the best compared isomer or geometry (same formula, charge and spin) is 0.0 kcal per mole. As for the HOMO energy: -14.763 eV. As for the orbital gap: 8.16 eV. The net charge is +1.

---

This record from the OMol25 dataset describes a single C3H6BN molecule in a non-equilibrium geometry. The level of theory is ωB97M-V with the def2-TZVPD basis set.

Last columns: bonded neighbours and bond lengths (Å).
Atoms and positions in Å:
1 N -0.35844 3.04019 -0.72325  C2 1.337
2 C -0.36054 1.75178 -0.36672  N1 1.337, B5 1.503
3 C -1.11076 -0.61513 0.76845  B5 1.583, H9 1.107, H10 1.132, H11 1.167
4 C 1.28622 -0.34595 -0.51644  B5 1.618, H6 1.083, H7 1.129, H8 1.030
5 B -0.07551 0.33138 0.03529  C2 1.503, C3 1.583, C4 1.618
6 H 1.31730 -1.36597 -0.15381  C4 1.083
7 H 2.17467 0.09048 0.02730  C4 1.129
8 H 1.35591 -0.10848 -1.51625  C4 1.030
9 H -1.69129 -0.19996 1.61462  C3 1.107
10 H -0.64785 -1.64347 0.87054  C3 1.132
11 H -1.88971 -0.93489 -0.03972  C3 1.167

The energy relative to the best compared isomer or geometry (same formula, charge and spin) is 32.7 kcal per mole. As for the HOMO energy (alpha / beta): -10.797 / -10.796 eV. As for the orbital gap (alpha / beta): 10.03 / 10.03 eV. The SMILES is CB(C)C#N.